Density functional theory data (wB97M-V/def2-TZVPD) for one molecule with the formula C17H21NSi at a distorted geometry.

```
40
Properties=species:S:1:pos:R:3:forces:R:3:mulliken_charge:R:1
C -0.318992 -3.719790 -1.593808 -0.3 -0.4 -0.7 -0.922
C 0.017427 -2.479302 -1.915033 0.0 -0.2 -0.8 -0.277
C -0.937025 -1.349170 -1.872313 0.0 1.2 -0.5 -0.498
Si -1.194537 -0.737713 -0.151780 2.0 0.2 2.0 0.112
C -0.401574 -2.024486 1.054947 -4.5 2.3 0.1 -1.502
C -2.990615 -0.461768 0.099321 -0.6 -1.2 0.1 -1.258
N -0.248171 0.796699 0.186953 -1.8 -1.1 1.0 0.592
C 0.042565 1.118055 1.565555 1.1 -0.3 -1.5 0.240
C -1.020406 1.216081 2.446630 1.1 1.0 1.8 0.003
C -0.777333 1.599161 3.784980 -0.7 -1.4 -1.0 -0.732
C 0.517751 1.618201 4.249407 -0.4 0.6 0.6 -0.412
C 1.567585 1.486254 3.396740 0.6 -0.6 -2.5 -0.731
C 1.383648 1.249865 2.016930 -2.1 0.0 1.2 -0.376
C 0.544791 1.156975 -0.890006 1.5 -1.3 -1.3 -0.434
C 0.049055 1.854427 -1.975695 -0.2 0.8 0.0 -0.339
C 0.774710 2.080923 -3.126673 2.1 0.2 0.1 -0.590
C 2.105832 1.600992 -3.233606 0.7 0.6 1.2 -0.306
C 2.664634 0.893437 -2.129377 -2.0 1.3 -1.3 -0.975
C 1.810969 0.576373 -1.090280 1.0 -0.8 1.6 0.362
H -1.336265 -3.981359 -1.254884 0.6 0.1 -0.1 0.230
H 0.352578 -4.522556 -1.888901 -0.1 0.0 0.6 0.290
H 0.998575 -2.312888 -2.317714 0.4 0.2 -0.1 0.345
H -0.842148 -0.520094 -2.625890 0.4 -1.0 0.6 0.343
H -1.895966 -1.774397 -2.057567 -1.0 -0.4 -0.3 0.536
H -1.083041 -2.855909 1.145959 -0.4 -0.3 0.3 0.439
H -0.252763 -1.551657 1.996884 -0.2 0.4 1.0 0.412
H 0.467096 -2.416388 0.804338 4.1 -1.6 -1.7 0.569
H -3.391660 -0.470786 1.104287 0.2 0.4 0.3 0.380
H -3.576855 -1.247233 -0.397380 0.2 0.1 -0.2 0.359
H -3.187511 0.458930 -0.397033 -0.5 0.9 -0.3 0.403
H -2.018889 0.977385 2.204997 -0.9 0.1 -0.8 0.295
H -1.644718 1.680340 4.439250 0.3 0.1 0.0 0.354
H 0.744939 1.690179 5.285384 -0.1 0.4 0.8 0.417
H 2.567153 1.476094 3.752661 0.7 0.1 0.5 0.402
H 2.163912 0.980985 1.340271 0.5 0.4 0.0 0.333
H -0.886003 2.368762 -1.922818 -0.7 0.1 0.4 0.432
H 0.466990 2.920415 -3.742147 -0.2 -0.6 -0.6 0.348
H 2.803566 1.990313 -3.993095 -0.7 -0.3 0.2 0.346
H 3.708143 0.783410 -1.949145 0.7 -0.7 -0.6 0.431
H 2.252552 -0.148759 -0.350347 -0.8 1.0 -0.4 0.379
```
Forces are in eV/Å.

The calculation puts the energy above the lowest of the compared OMol25 structures with the same formula, charge and spin at 0.00 kJ/mol. The calculation puts the largest force on an atom at 5.02 eV/Å. As for the SMILES: C=CC[Si](C)(C)N(c1ccccc1)c1ccccc1. As for the total energy: -27336.5418 eV. Its molecular weight is 267.45 g mol⁻¹. The HOMO energy comes out at -0.2922 Eh.


Density functional theory data (wB97M-V/def2-TZVPD) for one molecule with the formula C6H6N2O2 at a distorted geometry.

```
16
Properties=species:S:1:pos:R:3:forces:R:3:mulliken_charge:R:1
O 2.690332 1.290086 -0.476233 -0.1 -0.4 0.2 -0.568
N 2.830581 0.148054 -0.100976 -1.8 -0.1 0.3 1.052
O 3.819268 -0.518236 -0.172381 0.7 -0.6 0.1 -0.622
N 1.699547 -0.502283 0.553967 0.7 2.9 -0.9 -0.384
C 0.366844 -0.204056 0.168139 -0.2 0.0 -0.1 0.577
C -0.117182 1.110108 0.193641 2.0 -0.3 1.5 -0.028
C -1.458937 1.362499 0.112798 0.1 0.9 -0.9 -0.592
C -2.301468 0.314318 -0.188710 -1.9 -0.6 0.1 -0.289
C -1.827050 -1.000723 -0.327348 0.9 1.7 0.7 -0.611
C -0.469314 -1.280117 -0.107093 -0.5 -0.1 -0.7 -0.454
H 1.911652 -1.438609 0.702580 0.6 -1.8 0.0 0.271
H 0.657701 1.829057 0.507928 -0.9 0.0 -0.5 0.362
H -1.789479 2.410981 0.155522 -0.1 -0.7 0.2 0.329
H -3.416626 0.501097 -0.246020 1.5 -0.3 -0.1 0.275
H -2.548536 -1.727983 -0.540178 -0.6 -1.2 -0.3 0.410
H -0.047339 -2.294191 -0.235636 -0.4 0.6 0.2 0.273
```
Forces are in eV/Å.

The calculation puts the energy above the lowest of the compared OMol25 structures with the same formula, charge and spin at 361.20 kJ/mol. The calculation puts the largest force on an atom at 3.11 eV/Å. As for the SMILES: O=[N+]([O-])Nc1ccccc1. As for the total energy: -13390.8831 eV. Its molecular weight is 138.13 g mol⁻¹. The HOMO energy comes out at -0.3363 Eh.


Density functional theory data (wB97M-V/def2-TZVPD) for a 4-piece molecular cluster, C5H11N overall.

```
17
Properties=species:S:1:pos:R:3:forces:R:3:mulliken_charge:R:1
C 0.011518 0.197720 1.588792 0.2 0.2 -0.1 -1.081
C 0.792887 0.616921 0.540110 -0.1 0.0 0.2 0.391
C 0.679668 2.001729 -0.032030 0.0 0.0 0.0 -1.200
N 0.125423 -0.390318 -1.288197 -0.3 -0.1 0.0 -0.389
C 0.095280 -1.863699 -1.081811 0.2 -0.3 0.0 -0.326
C -1.036909 -0.966036 -1.230400 0.1 0.2 -0.1 -0.194
H -1.188068 -0.580035 0.903600 0.0 -0.1 -0.2 -0.146
H 0.317649 -0.640743 2.207155 0.0 0.1 -0.1 0.357
H -0.688150 0.899491 2.045326 0.1 -0.2 -0.1 0.353
H 1.708630 0.073515 0.329479 -0.1 0.1 0.0 0.295
H -0.352106 2.365492 0.032499 0.1 -0.1 0.0 0.308
H 0.989567 2.021987 -1.079267 0.0 0.0 0.2 0.351
H 1.313154 2.693982 0.536301 -0.1 -0.1 -0.1 0.332
H 0.310785 -2.242454 -0.075392 0.0 0.1 -0.2 0.197
H 0.481372 -2.469775 -1.900495 -0.1 0.1 0.1 0.239
H -1.983726 -0.774971 -1.720422 0.1 -0.1 0.1 0.362
H -1.576976 -0.942807 0.224752 0.0 0.1 0.1 0.152
```
Forces are in eV/Å.

The calculation puts the energy above the lowest of the compared OMol25 structures with the same formula, charge and spin at 509.64 kJ/mol. The calculation puts the largest force on an atom at 0.33 eV/Å. As for the total energy: -6848.2465 eV. Its molecular weight is 85.15 g mol⁻¹. The HOMO energy comes out at -0.3313 Eh.


Density functional theory data (wB97M-V/def2-TZVPD) for an isolated ion of composition C6H18NO3Si and charge +1 at a distorted geometry.

```
29
Properties=species:S:1:pos:R:3:forces:R:3:mulliken_charge:R:1
C -1.142685 1.079244 2.344882 0.1 -0.1 0.0 -1.402
C -0.526215 -0.101849 1.599387 0.0 0.0 0.0 -0.593
C -0.424500 0.163283 0.089321 0.0 0.9 0.4 -0.105
N -0.070711 -1.075612 -0.696509 -0.1 -0.1 -0.1 0.086
C 1.360597 -1.393601 -0.565265 0.9 -0.2 0.1 -0.866
C -0.387839 -0.853635 -2.120554 -0.2 0.2 -1.0 -0.911
C -0.849341 -2.254415 -0.263427 -0.4 -0.7 0.3 -1.017
Si 0.760167 1.687113 -0.204280 -0.6 -0.6 -0.1 0.423
O 2.048244 1.414718 0.722644 0.3 -0.2 0.1 -0.508
O 1.139117 1.623020 -1.785844 -0.1 0.0 -0.1 -0.547
O 0.083984 3.084269 0.236805 0.1 0.1 0.3 -0.526
H -0.518765 1.963838 2.292445 0.0 0.2 0.1 0.368
H -2.120921 1.321929 1.937132 -0.1 0.1 0.0 0.336
H -1.269349 0.816574 3.391381 0.0 0.0 0.1 0.404
H -1.164956 -0.960769 1.801456 0.1 -0.1 -0.1 0.465
H 0.462266 -0.300298 2.014103 0.0 -0.1 0.0 0.259
H -1.429855 0.433998 -0.247052 0.0 0.0 -0.1 0.607
H 1.630132 -1.474371 0.484426 -0.1 0.0 0.0 0.352
H 1.579003 -2.337017 -1.062162 -0.1 0.0 0.0 0.411
H 1.960664 -0.608208 -1.015170 -0.1 0.0 -0.1 0.381
H -1.460853 -0.723477 -2.246795 0.0 -0.1 0.2 0.440
H 0.122941 0.033183 -2.483200 0.0 -0.1 0.1 0.321
H -0.066676 -1.710409 -2.709726 0.0 -0.1 0.1 0.409
H -1.907526 -2.007593 -0.199787 0.1 0.1 0.0 0.367
H -0.724840 -3.055117 -0.990896 0.1 0.1 -0.1 0.398
H -0.502793 -2.618935 0.699928 0.0 0.1 0.0 0.433
H 2.347998 2.027343 1.390010 0.1 0.2 0.2 0.374
H 1.689322 2.298116 -2.180225 0.2 0.2 -0.1 0.314
H -0.616610 3.528678 -0.233030 -0.2 0.1 -0.2 0.328
```
Forces are in eV/Å.

The calculation puts the energy above the lowest of the compared OMol25 structures with the same formula, charge and spin at 0.00 kJ/mol. The calculation puts the largest force on an atom at 1.07 eV/Å. As for the total charge: +1. As for the SMILES: CC[C@H]([N+](C)(C)C)[Si](O)(O)O. As for the total energy: -22022.4206 eV. Its molecular weight is 180.30 g mol⁻¹. The HOMO energy comes out at -0.5402 Eh.


What is the energy above the lowest of the compared OMol25 structures with the same formula, charge and spin in the second record? 361.20 kJ/mol


What is the formula in the third record? C5H11N